Formula: C45H42BCsI2N11PS5
Source: the OMol25 dataset
Level of theory: the ωB97M-V functional and the def2-TZVPD basis

Its charge is -2. The value obtained for the HOMO-LUMO gap is 4.604 eV. The total energy is -5315.2117 a.u. The HOMO energy is -1.4 eV. As for the energy relative to the best compared isomer or geometry (same formula, charge and spin): 0.0 kcal/mol.

```
108
Properties=species:S:1:pos:R:3:forces:R:3
Cs 1.446583 0.022338 -0.384013 0.1 0.9 0.2
C 2.207541 2.886922 -3.096606 0.0 0.0 0.0
N 3.024833 3.053841 -1.913681 -0.1 -0.1 -0.1
C 4.312261 2.571868 -1.779021 0.1 0.0 0.0
C 4.721231 2.936845 -0.548551 0.1 -0.2 -0.1
N 3.702392 3.622067 0.076509 -0.1 0.0 -0.1
B 3.795885 4.113756 1.535809 0.0 -0.1 0.1
N 3.224571 3.068673 2.594313 -0.1 0.0 0.1
C 2.642655 3.548959 3.743414 -0.1 0.0 0.2
C 2.529884 2.542096 4.639633 0.0 0.1 -0.1
N 3.042598 1.416660 4.022484 0.0 0.1 0.0
C 3.171586 0.114327 4.625998 0.0 0.0 0.0
C 3.457395 1.745473 2.763787 0.1 -0.1 -0.3
S 4.117766 0.634775 1.659245 0.3 0.0 0.3
C 2.667714 3.721192 -0.791071 -0.1 0.1 0.1
S 1.213827 4.608276 -0.646309 0.0 0.0 0.1
H 2.428645 1.914198 -3.535621 0.0 0.0 0.0
H 2.412183 3.680064 -3.819411 0.0 0.0 0.0
H 1.159969 2.936663 -2.806767 0.0 0.0 0.0
H 4.761661 1.953547 -2.536326 0.0 0.0 0.0
H 5.627303 2.707350 -0.023570 0.0 0.0 0.0
H 3.149299 5.113811 1.691842 0.0 0.1 0.0
H 4.971969 4.270583 1.790985 0.1 0.0 0.0
H 2.356586 4.582662 3.815147 0.0 0.0 0.0
H 2.143843 2.517627 5.643303 0.0 0.0 0.0
H 3.609647 0.215210 5.621370 0.0 0.0 0.0
H 3.828725 -0.477944 3.992307 0.0 0.0 0.0
H 2.207192 -0.392756 4.694087 0.1 0.0 0.0
I -3.409343 1.372563 2.584834 0.0 -0.1 0.1
C -2.056623 2.952582 3.071935 -0.1 0.1 0.0
I -0.672988 3.523675 1.541566 0.0 0.0 -0.1
H -1.506922 2.633405 3.950558 0.0 0.0 0.0
H -2.678415 3.806568 3.315956 0.0 0.0 0.0
N -3.591087 3.149618 -3.825683 -0.1 -0.1 0.1
C -4.120149 4.267653 -3.162566 0.0 0.1 0.1
C -4.299811 5.463884 -3.839190 0.0 0.0 0.0
C -4.821314 6.572021 -3.182351 0.0 0.0 0.0
C -5.141012 6.489450 -1.837853 0.0 0.0 0.0
C -4.940334 5.294837 -1.155852 0.0 0.0 0.0
C -4.455388 4.175851 -1.811346 0.0 0.1 -0.1
S -4.283721 2.647460 -0.952669 0.0 0.0 -0.1
N -3.203335 1.769210 -1.920073 0.0 0.1 -0.1
C -3.007595 2.088766 -3.132487 0.0 0.0 0.0
C -2.097205 1.248296 -3.967477 -0.1 -0.1 0.1
C -2.561453 0.688662 -5.151055 0.0 0.0 0.1
C -1.695236 -0.132030 -5.866190 0.1 0.0 0.0
C -0.421974 -0.337384 -5.376185 0.0 0.0 0.0
C -0.049825 0.288561 -4.187474 0.0 0.0 -0.1
N -0.868166 1.068961 -3.490377 0.0 0.0 0.0
H -3.146724 3.346258 -4.706949 0.0 0.0 -0.1
H -4.028029 5.525295 -4.886827 0.0 0.0 0.0
H -4.960879 7.498550 -3.724056 0.0 0.0 0.0
H -5.530101 7.350200 -1.310575 0.0 0.0 0.0
H -5.164406 5.229568 -0.098200 0.0 0.0 0.0
H -3.580247 0.854934 -5.477714 0.0 0.0 0.0
H -2.026972 -0.616880 -6.776245 0.0 0.0 0.0
H 0.288709 -0.987911 -5.867102 0.0 0.0 0.0
H 0.947236 0.137660 -3.792042 0.1 0.0 0.0
N -2.505779 -1.561950 -0.682653 0.0 0.1 0.0
C -2.554256 -2.937330 -0.549893 -0.1 -0.1 0.0
C -3.643924 -3.642313 -1.076746 0.0 0.0 0.0
C -3.762510 -5.005298 -0.893221 0.0 0.0 0.0
C -2.812187 -5.705669 -0.159146 0.0 0.0 0.0
C -1.739367 -5.011744 0.372366 0.0 0.0 0.0
C -1.578644 -3.645374 0.173527 0.0 0.0 0.0
P -0.194768 -2.698669 0.895906 -0.2 -0.2 0.3
C -0.639795 -2.974025 2.668888 0.0 -0.1 0.0
C -1.865894 -2.435116 3.072583 0.0 0.0 0.0
C -2.297780 -2.540342 4.381459 0.0 0.0 0.0
C -1.502700 -3.176149 5.330238 0.0 0.0 0.0
C -0.281580 -3.705009 4.946415 0.0 0.0 0.0
C 0.144483 -3.610539 3.624418 0.0 0.0 0.0
C 1.325240 -3.675209 0.690373 0.1 0.1 -0.1
C 2.459081 -3.159085 1.323187 0.0 0.0 0.0
C 3.715497 -3.684829 1.063256 0.0 0.0 0.0
C 3.853092 -4.726773 0.158605 0.0 0.0 0.0
C 2.734973 -5.232872 -0.489355 0.0 0.0 0.0
C 1.477790 -4.706752 -0.231873 0.0 0.0 0.0
H -2.966869 -1.184106 -1.496055 0.0 0.0 0.0
H -1.585845 -1.160682 -0.560241 -0.1 0.0 0.0
H -4.395909 -3.096595 -1.635416 0.0 0.0 0.0
H -4.609143 -5.526549 -1.325110 0.0 0.0 0.0
H -2.903190 -6.773718 -0.009199 0.0 0.0 0.0
H -0.994011 -5.544003 0.953118 0.0 0.0 0.0
H -2.483360 -1.917050 2.345382 0.0 0.0 0.0
H -3.256061 -2.119187 4.663722 0.0 0.0 0.0
H -1.836909 -3.259092 6.357919 0.0 0.0 0.0
H 0.345960 -4.208841 5.672981 0.0 0.0 0.0
H 1.094000 -4.042424 3.341750 0.1 0.0 0.0
H 2.371887 -2.305394 1.989804 0.0 0.0 0.0
H 4.585952 -3.242953 1.532796 0.0 0.0 0.0
H 4.836682 -5.114144 -0.077243 0.0 0.0 0.0
H 2.837328 -6.002480 -1.243648 0.0 0.0 0.0
H 0.626936 -5.054362 -0.801763 0.0 0.0 0.0
S 3.311196 -0.657374 -3.095280 0.2 -0.1 -0.1
C 2.852010 -2.280595 -3.521102 -0.3 0.0 0.1
C 3.819881 -3.017175 -4.288252 0.1 0.0 -0.1
N 4.611816 -3.577336 -4.913964 0.0 0.0 0.0
C 1.677784 -2.921063 -3.204800 0.2 0.1 0.0
S 0.328567 -2.269192 -2.316680 -0.3 -0.4 -0.3
C 1.503343 -4.280591 -3.634840 0.0 -0.1 -0.1
N 1.314667 -5.373410 -3.958914 0.0 0.0 0.1
C -0.539505 0.322477 5.235606 0.0 0.0 0.0
C -0.069658 0.253513 3.862066 0.0 0.0 -0.1
N 0.317152 0.183110 2.785491 0.1 0.1 -0.1
H -0.164549 -0.537638 5.789107 0.0 0.0 0.0
H -1.629207 0.299593 5.240302 0.0 0.0 0.0
H -0.184327 1.242977 5.698497 0.0 0.0 0.0
```
Forces are in eV/Å.

These are the Löwdin partial charges, in e, on atoms 1 to 2: number 1, Cs, carries 0.5087; number 2, C, carries -0.0672